Version one
ORCA calculation (wB97M-V/def2-TZVPD) on 2 unconnected molecules or ions with the total composition C4H5N3O3.

Geometry as XYZ:
```
15
Properties=species:S:1:pos:R:3
C 0.7859 0.6575 -0.0975
C -2.0115 0.4291 0.0752
C 3.9960 -0.5702 0.0057
C 0.0228 1.6420 -0.8033
N 0.0888 -0.3274 0.5855
N -1.2407 -0.5162 0.5162
N -3.3544 0.2814 0.0074
O 3.7689 -1.3655 -0.7858
O 1.9823 0.6017 -0.0565
O 4.4047 0.1939 0.7231
H 0.0943 1.4129 -1.8555
H 0.5102 -1.0648 1.1203
H -1.4448 -1.4810 0.7782
H -3.9961 0.7234 -0.6051
H -3.6065 -0.6168 0.3922
```

Computed properties:
total charge: 0
HOMO level (alpha / beta): -8.61 / -8.61 eV

Version two
ORCA calculation (wB97M-V/def2-TZVPD) on C4H5N3O3 in the gas phase.

Geometry as XYZ:
```
15
Properties=species:S:1:pos:R:3
O 2.1354 1.9591 0.2859
N 2.1882 0.7832 0.3299
O 3.0990 0.2256 0.8430
C 1.0585 -0.0509 -0.2071
C 0.1137 -0.3022 0.9475
C -1.0394 0.6806 1.0353
N -1.2396 1.4335 -0.0041
O -2.1472 2.3448 -0.2094
C -0.5473 1.2893 -1.1708
N 0.4671 0.5264 -1.3607
H 1.6287 -0.9239 -0.6645
H -0.2917 -1.3426 1.0606
H 0.5625 -0.1501 1.8615
H -1.5223 0.8289 2.0166
H -0.9304 1.8493 -2.0834
```

Computed properties:
total charge: 0
HOMO level (alpha / beta): -9.45 / -9.45 eV

Version three
ORCA calculation (wB97M-V/def2-TZVPD) on C4H5N3O3 in the gas phase.

Geometry as XYZ:
```
15
Properties=species:S:1:pos:R:3
N -2.3389 -1.2484 -0.8306
N -1.1476 -0.6381 -0.7319
C -0.3051 -1.0076 0.1565
C 0.8632 -0.1501 0.4018
O 1.9480 -0.8991 0.8173
C 0.8079 0.9970 -0.9231
O 1.1016 1.0764 -2.0671
N 0.4510 1.9335 0.0176
C 0.5740 1.1441 1.1599
O 0.6980 1.4623 2.3073
H -2.4678 -2.1328 -0.3492
H -2.7382 -1.1843 -1.7544
H -0.3422 -1.9623 0.6835
H 2.6329 -0.3160 1.1814
H 0.2632 2.9252 -0.0691
```

Computed properties:
total charge: 0
HOMO level: -8.83 eV

Which structure wins on stability? version three wins.

Version one
ORCA calculation (wB97M-V/def2-TZVPD) on 2 unconnected molecules or ions with the total composition C10H16.

Geometry as XYZ:
```
26
Properties=species:S:1:pos:R:3
C 1.2540 -2.4739 -0.1317
C 2.6994 -3.0579 -0.0502
C 1.1057 -1.0287 0.0961
C 1.5661 -0.4407 1.3231
C 0.4951 -0.2185 -0.9049
C 1.3822 0.8818 1.5388
C 0.5942 1.1331 -0.7912
C 0.9317 1.7009 0.4544
H 0.7725 -2.7499 -1.0669
H 0.7495 -2.9729 0.7013
H 2.7995 -3.7751 0.7541
H 1.9300 -1.0804 2.1080
H -0.0535 -0.6393 -1.7386
H 1.5566 1.4273 2.4569
H 0.2170 1.7553 -1.5873
H 0.9887 2.7647 0.6156
H 3.4140 -2.2353 0.0315
H 3.0114 -3.5252 -0.9774
C -3.5863 1.9253 -0.9739
C -2.7653 1.7072 0.2865
H -2.9580 2.2918 -1.7573
H -4.0036 1.0030 -1.3830
H -4.4180 2.6098 -0.8833
H -2.1698 2.5990 0.5181
H -2.1551 0.8088 0.1669
H -3.3582 1.5894 1.1944
```

Computed properties:
total charge: +1
<S²>: 0.768
spin multiplicity: 2
HOMO level (alpha / beta): -14.52 / -14.57 eV

Version two
ORCA calculation (wB97M-V/def2-TZVPD) on 2 unconnected molecules or ions with the total composition C10H16.

Geometry as XYZ:
```
26
Properties=species:S:1:pos:R:3
C 1.7932 1.6110 0.7416
C 3.0300 0.7484 0.8349
H 0.8464 1.2570 1.2991
H 2.1102 2.6177 0.5763
H 1.4441 1.4367 -0.3600
H 3.4718 0.4714 -0.1338
H 2.7450 -0.1488 1.4309
H 3.6314 1.4495 1.4216
C -1.9865 0.8529 -0.8463
C -3.2511 0.1478 -1.3048
C -1.0030 -0.1216 -0.4325
C -0.7621 -0.1351 1.0091
C -0.1886 -0.9499 -1.2793
C 0.2067 -1.0338 1.4786
C 0.5785 -1.9342 -0.6642
C 0.7637 -1.9760 0.6276
H -1.5935 1.5412 -1.5420
H -2.3334 1.5010 -0.0724
H -3.4148 0.1298 -2.4088
H -1.1933 0.7352 1.6381
H -0.3171 -0.7582 -2.3495
H 0.1835 -1.1130 2.7154
H 1.0046 -2.6798 -1.3758
H 1.5753 -2.6565 1.0490
H -4.2514 -0.0111 -0.7695
H -3.0896 -0.9818 -1.2834
```

Computed properties:
total charge: +1
<S²>: 0.767
spin multiplicity: 2
HOMO level (alpha / beta): -14.22 / -14.24 eV

Which structure wins on stability? version one wins.